{
  "formula": "C19H19FN6O2RuS2",
  "method": "the ωB97M-V functional and the def2-TZVPD basis",
  "symbols": ["Ru", "N", "C", "N", "C", "C", "S", "C", "C", "S", "C", "N", "N", "H", "H", "H", "H", "H", "H", "F", "C", "C", "C", "C", "C", "C", "H", "H", "H", "H", "C", "C", "O", "O", "H", "H", "H", "N", "C", "C", "C", "N", "C", "C", "H", "H", "H", "H", "H", "H"],
  "positions_angstrom": [[0.17560, 0.06390, -0.16810], [1.07990, 1.94280, 2.61490], [0.35320, 0.85080, 2.82700], [-0.04660, 0.01490, 1.90600], [-0.79070, -1.02870, 2.40750], [-0.90820, -0.99520, 3.83040], [-0.13230, 0.38800, 4.47770], [-1.39210, -1.92820, 1.53410], [-2.14640, -3.09660, 1.86200], [-2.77740, -3.84080, 0.45300], [-2.01810, -2.54150, -0.51400], [-1.33940, -1.68740, 0.18010], [-2.14490, -2.53730, -1.85120], [1.13300, 2.30620, 1.65700], [1.25680, 2.57400, 3.37830], [-1.44660, -1.67380, 4.45420], [-2.31610, -3.50890, 2.83210], [-2.82100, -3.14120, -2.29010], [-1.85110, -1.70840, -2.34490], [6.30190, 0.03620, 0.19170], [4.96340, 0.01740, 0.13620], [4.26750, -0.86400, 0.94690], [2.88300, -0.87370, 0.88310], [2.20280, -0.02480, 0.00650], [2.93980, 0.85190, -0.79070], [4.31950, 0.88290, -0.73370], [4.80640, -1.51620, 1.61790], [2.33820, -1.56380, 1.52120], [2.42520, 1.52730, -1.46300], [4.89580, 1.56660, -1.33530], [-1.72840, 3.83970, 0.39280], [-0.98390, 2.55750, 0.09010], [0.27230, 2.56410, 0.10030], [-1.61940, 1.50620, -0.16620], [-1.02260, 4.66130, 0.48490], [-2.28260, 3.72110, 1.32250], [-2.44640, 4.05070, -0.39510], [0.10430, -0.19830, -6.36320], [0.17490, -0.13590, -5.02580], [-0.30740, 0.98110, -4.31660], [-0.21140, 1.01450, -2.94960], [0.29950, 0.00910, -2.21900], [0.77400, -1.06010, -2.88390], [0.73260, -1.17240, -4.25140], [-0.32170, 0.54550, -6.88760], [0.42810, -1.00920, -6.86040], [-0.74560, 1.81030, -4.84830], [-0.55300, 1.88310, -2.39750], [1.21140, -1.84990, -2.27950], [1.13070, -2.05060, -4.73370]],
  "mulliken_charge": [0.269, -0.279, 0.074, 0.509, -0.516, -0.616, -0.174, 0.491, -0.627, -0.170, 0.316, 0.299, -0.359, 0.250, 0.231, 0.438, 0.431, 0.240, 0.098, -0.331, 0.392, -0.677, -0.224, 0.164, -0.086, -0.653, 0.457, 0.381, 0.405, 0.462, -1.378, 1.095, -0.755, -0.590, 0.351, 0.320, 0.363, -0.440, 1.072, -0.795, -0.594, 0.757, -0.651, -0.797, 0.196, 0.197, 0.370, 0.373, 0.338, 0.370],
  "multiplicity": 2,
  "e_lumo_ev": [-3.65, -3.67],
  "charge": 1,
  "e_homo_ha": [-0.37863, -0.37863],
  "s2": 0.759
}

=====

{
  "formula": "C12H24F6LiO9P",
  "method": "the ωB97M-V functional and the def2-TZVPD basis",
  "symbols": ["Li", "P", "F", "F", "F", "F", "F", "F", "C", "C", "O", "C", "O", "O", "C", "H", "H", "H", "H", "H", "H", "H", "H", "C", "C", "O", "C", "O", "O", "C", "H", "H", "H", "H", "H", "H", "H", "H", "C", "C", "O", "C", "O", "O", "C", "H", "H", "H", "H", "H", "H", "H", "H"],
  "positions_angstrom": [[-17.00896, -7.86372, -16.94530], [-15.70444, -10.84632, -15.61012], [-14.11187, -10.74732, -15.23525], [-15.77417, -9.38368, -15.01161], [-15.35837, -10.00981, -16.96384], [-17.29447, -10.68866, -15.97192], [-15.43460, -12.26132, -16.29628], [-16.21437, -11.53264, -14.23400], [-22.48942, -7.46727, -19.92997], [-22.43252, -7.15413, -18.38194], [-22.15042, -5.80495, -18.26667], [-21.16007, -5.43028, -17.48975], [-20.35018, -6.27990, -17.00730], [-21.13770, -4.05538, -17.35704], [-22.19406, -3.19190, -17.74299], [-21.60617, -8.04560, -20.20108], [-22.38640, -6.56977, -20.53987], [-23.43052, -7.96917, -20.15469], [-21.64026, -7.73252, -17.90668], [-23.35753, -7.49265, -17.91518], [-22.14974, -2.21466, -17.26224], [-23.18329, -3.62848, -17.60541], [-22.24389, -3.03247, -18.82012], [-16.65180, -6.92038, -23.57106], [-17.31687, -7.39183, -22.27880], [-16.93981, -8.77852, -22.14701], [-17.44646, -9.30866, -21.01532], [-17.79908, -8.71446, -19.99367], [-17.76188, -10.63379, -21.31540], [-18.70242, -11.20989, -20.47755], [-15.62962, -7.28414, -23.67561], [-16.63477, -5.84398, -23.74186], [-17.07516, -7.42558, -24.43919], [-18.39288, -7.28145, -22.41337], [-16.96756, -6.80738, -21.42762], [-19.37923, -10.57340, -19.90754], [-18.21825, -11.90101, -19.78761], [-19.30915, -11.88255, -21.08376], [-16.17655, -1.32290, -19.84448], [-15.98819, -2.77052, -19.36450], [-14.75036, -3.04073, -18.79093], [-14.51278, -4.17335, -18.08992], [-15.35578, -5.09830, -18.03097], [-13.32443, -4.08766, -17.54173], [-12.64174, -5.24391, -17.07661], [-17.05943, -1.16168, -20.46304], [-15.32681, -0.87848, -20.36269], [-16.32144, -0.70389, -18.95908], [-15.90877, -3.21128, -20.35824], [-16.79499, -3.15703, -18.74176], [-12.36291, -5.80960, -17.96563], [-13.26314, -5.83260, -16.40178], [-11.77332, -4.92012, -16.50291]],
  "mulliken_charge": [0.925, 1.107, -0.373, -0.344, -0.355, -0.331, -0.328, -0.351, -0.863, -0.295, -0.325, 0.826, -0.646, -0.297, -0.634, 0.149, 0.305, 0.297, 0.322, 0.312, 0.270, 0.296, 0.294, -1.310, -0.009, -0.276, 0.751, -0.554, -0.301, -0.674, 0.342, 0.362, 0.331, 0.253, 0.257, 0.265, 0.312, 0.278, -1.305, -0.047, -0.297, 0.756, -0.559, -0.300, -0.604, 0.368, 0.332, 0.333, 0.144, 0.384, 0.305, 0.295, 0.211],
  "multiplicity": 1,
  "e_lumo_ev": -0.41,
  "charge": 0,
  "e_homo_ha": -0.41001
}

=====

{
  "formula": "C2H3ClFN",
  "method": "the ωB97M-V functional and the def2-TZVPD basis",
  "symbols": ["C", "C", "N", "F", "Cl", "H", "H", "H"],
  "positions_angstrom": [[-1.29038, -0.30430, 0.50861], [0.87424, 0.24399, -0.57503], [-0.12790, -0.78066, -0.61544], [0.44784, 1.41572, -0.02014], [2.13145, -0.48056, 0.47735], [-2.02189, -1.12589, 0.68475], [-1.25207, 0.68624, 1.06810], [1.23871, 0.34546, -1.52819]],
  "mulliken_charge": [-0.359, 0.311, -0.391, -0.248, -0.174, 0.302, 0.265, 0.294],
  "multiplicity": 1,
  "e_lumo_ev": [-0.89, -0.60],
  "charge": 0,
  "e_homo_ha": [-0.36710, -0.37852],
  "smiles": "C=N[C@@H](F)Cl"
}

=====

no.,E_tot (hartree)
1,-2205.4291
2,-2097.0733
3,-692.6750